Formula: FH2NOS2
Source: the OMol25 dataset
Level of theory: ωB97M-V/def2-TZVPD

The geometry in XYZ format:
```
7
Properties=species:S:1:pos:R:3:lowdin_charge:R:1
F 2.64 0.68 0.20 -0.18
N 1.87 -0.48 -0.28 -0.44
S 0.40 -0.75 0.30 0.95
O -1.18 0.39 -0.01 -1.01
S -2.82 -0.09 0.01 0.65
H 2.29 -0.39 -1.30 0.17
H -3.21 0.65 1.08 -0.15
```

The calculation puts the HOMO energy (spin up / spin down) at -8.828 / -8.829 eV. Its spin multiplicity is 1. The HOMO-LUMO gap (spin up / spin down) comes out at 7.73 / 7.73 eV.

=====

Formula: C35H37BCl4N3O4Re
Source: the OMol25 dataset
Level of theory: ωB97M-V/def2-TZVPD

The geometry in XYZ format:
```
85
Properties=species:S:1:pos:R:3:lowdin_spin:R:1
Re 1.80 -0.94 0.47 2.10
C 2.73 -3.54 2.12 0.01
N 2.66 -2.11 2.28 0.03
C 1.84 -1.80 3.44 0.01
C 4.03 -1.52 2.36 0.02
C 3.96 -0.01 2.30 0.02
C 4.75 0.79 3.13 0.00
C 4.80 2.17 2.88 0.02
C 3.89 2.69 1.93 0.00
C 3.03 1.81 1.17 0.04
C 3.10 0.46 1.34 0.05
H 3.41 -3.96 2.86 0.00
H 2.92 -3.84 1.15 0.01
H 1.70 -3.87 2.18 0.00
H 2.26 -2.31 4.35 0.00
H 0.83 -2.02 3.19 0.00
H 1.84 -0.72 3.57 0.00
H 4.58 -1.95 1.53 0.01
H 4.54 -1.84 3.30 0.00
H 5.37 0.43 3.93 0.00
H 5.44 2.92 3.40 0.00
H 3.98 3.70 1.69 0.00
H 2.36 2.33 0.50 0.00
C -1.20 -5.23 -0.28 0.00
C -0.55 -4.33 -1.32 0.00
C -0.11 -5.18 -2.52 0.00
O 0.65 -3.78 -0.69 0.01
B 0.38 -2.43 -0.33 0.07
O -1.04 -2.18 -0.61 0.01
C -1.44 -3.08 -1.65 0.00
C -2.94 -3.29 -1.46 0.00
C -1.25 -2.36 -2.97 0.00
H -0.50 -6.00 -0.15 0.00
H -2.20 -5.52 -0.64 0.00
H -1.22 -4.61 0.63 0.00
H 0.39 -5.98 -2.00 0.00
H 0.58 -4.56 -3.13 0.00
H -1.03 -5.44 -3.06 0.00
H -3.11 -3.63 -0.43 0.00
H -3.33 -3.92 -2.26 0.00
H -3.43 -2.30 -1.55 0.00
H -0.24 -1.99 -3.13 0.00
H -1.93 -1.52 -3.12 0.00
H -1.47 -3.10 -3.80 0.00
Cl -4.29 3.57 3.69 0.00
C -3.48 4.74 2.80 0.00
C -3.62 6.09 3.12 0.00
C -3.06 7.11 2.37 0.00
C -2.26 6.80 1.28 0.00
C -2.16 5.46 0.94 0.00
Cl -1.35 4.88 -0.42 0.00
C -2.69 4.39 1.66 0.00
N -2.42 3.07 1.39 0.00
C -3.13 2.40 0.43 0.00
C -4.33 2.82 0.03 0.00
C -5.02 2.21 -1.00 0.00
C -4.52 0.99 -1.46 0.00
C -3.22 0.61 -1.07 0.00
C -2.47 1.27 -0.18 0.00
C -1.06 0.86 0.19 0.00
C -0.73 0.47 1.57 0.01
O -1.38 0.90 2.53 0.02
O 0.34 -0.24 1.74 0.10
H -4.14 6.30 4.04 0.00
H -3.06 8.15 2.71 0.00
H -1.67 7.49 0.70 0.00
H -2.12 2.43 2.18 0.00
H -4.80 3.61 0.60 0.00
H -5.99 2.62 -1.23 0.00
H -5.14 0.43 -2.15 0.00
H -2.74 -0.28 -1.58 0.00
H -0.59 1.80 0.02 0.00
H -0.72 0.09 -0.50 0.00
Cl 4.26 -1.81 -2.15 0.04
C 3.42 -0.57 -3.07 0.06
C 3.79 -0.31 -4.33 -0.01
C 3.02 0.60 -5.12 0.12
C 1.81 1.07 -4.59 0.00
C 1.46 0.78 -3.33 0.07
Cl -0.07 1.37 -2.73 0.01
C 2.27 -0.06 -2.46 0.03
N 1.91 -0.34 -1.23 0.11
H 4.63 -0.79 -4.76 0.00
H 3.37 0.92 -6.13 0.01
H 1.07 1.64 -5.11 0.00
```

The expectation value of S² is 3.8024. The calculation puts the HOMO energy (spin up / spin down) at -3.297 / -4.860 eV. Its spin multiplicity is 4. The HOMO-LUMO gap (spin up / spin down) comes out at 5.86 / 7.42 eV. As for the net charge: -1.

=====

Formula: C7H16O
Source: the OMol25 dataset
Level of theory: ωB97M-V/def2-TZVPD

The geometry in XYZ format:
```
24
Properties=species:S:1:pos:R:3:lowdin_charge:R:1
C 1.90 1.02 -0.57 -0.11
C 2.48 -1.23 0.28 -0.12
C -2.74 -0.38 0.69 -0.01
C -1.47 1.38 -0.65 -0.02
C -0.16 -0.02 0.89 0.02
C 1.46 -0.37 -0.38 -0.25
C -1.34 -0.05 -0.03 -0.62
O -1.08 -0.94 -1.09 -0.06
H 2.31 1.31 0.30 0.04
H 2.53 1.29 -1.41 0.09
H 1.08 1.70 -0.69 0.05
H 3.18 -1.83 -0.45 0.11
H 2.12 -2.07 1.00 0.10
H 3.03 -0.63 0.95 0.04
H -2.56 -1.31 1.24 0.07
H -3.46 -0.55 -0.05 0.05
H -3.01 0.38 1.47 0.10
H -1.18 2.01 0.19 0.09
H -2.33 1.58 -1.26 0.08
H -0.76 1.44 -1.44 0.06
H 0.14 0.81 1.39 0.05
H -0.15 -0.82 1.58 0.07
H 0.96 -0.83 -1.16 0.07
H -0.96 -1.87 -0.79 0.12
```

The calculation puts the HOMO energy at -8.661 eV. Its spin multiplicity is 1. The HOMO-LUMO gap comes out at 9.57 eV.

=====

Formula: C5H7FN2O6
Source: the OMol25 dataset
Level of theory: ωB97M-V/def2-TZVPD

The geometry in XYZ format:
```
21
Properties=species:S:1:pos:R:3:lowdin_charge:R:1
C 0.38 -0.59 -0.09 -0.48
C 0.84 -1.97 -0.33 0.00
C 1.17 2.55 0.07 0.06
C 1.12 1.52 0.92 -0.15
C -2.97 0.57 0.08 -0.23
N -3.13 -0.72 0.18 -0.26
N -2.28 1.50 0.86 -0.31
O -0.59 -0.09 -0.61 0.10
O -2.75 -1.41 1.12 0.06
O -3.80 -1.30 -0.83 0.11
O -1.74 1.15 1.91 0.09
O -2.38 2.65 0.46 0.12
O 1.36 0.11 0.65 -0.01
F -3.41 1.06 -1.08 0.15
H 0.47 -2.60 -1.25 0.12
H 0.39 -2.39 0.58 0.09
H 1.93 -2.22 -0.39 0.10
H -3.92 -2.31 -0.67 0.20
H 0.99 3.53 0.46 0.06
H 1.29 2.38 -1.03 0.09
H 0.73 1.64 1.87 0.08
```

The calculation puts the HOMO energy at -9.717 eV. Its spin multiplicity is 1. The HOMO-LUMO gap comes out at 8.74 eV.

=====

Question: Among the records above, which one has the highest spin multiplicity?
Answer: C35H37BCl4N3O4Re

=====

Question: What is the formula in the first record?
Answer: FH2NOS2